The following is a quantum chemistry calculation of a cluster of 8 separate species, C19H46O8 in total, from the Open Molecules 2025 dataset.

XYZ file:
```
73
Properties=species:S:1:pos:R:3
C 2.407 0.184 -2.803
C 2.206 0.695 -4.212
C 1.935 2.160 -3.877
O 2.789 2.561 -2.784
C 3.109 1.361 -2.160
H 3.181 -0.576 -2.702
H 1.466 -0.194 -2.404
H 1.389 0.084 -4.596
H 3.091 0.541 -4.829
H 0.898 2.321 -3.584
H 2.347 2.846 -4.617
H 2.852 1.390 -1.101
H 4.177 1.189 -2.300
C 2.701 -4.821 -0.198
C 3.051 -3.522 -0.919
C 3.464 -2.687 0.270
O 3.757 -3.537 1.366
C 3.636 -4.923 0.985
H 2.645 -5.625 -0.932
H 1.678 -4.748 0.170
H 2.272 -3.247 -1.630
H 4.028 -3.634 -1.390
H 2.549 -2.132 0.478
H 4.358 -2.122 0.006
H 3.341 -5.617 1.772
H 4.599 -5.283 0.624
C -3.552 0.543 3.246
C -4.963 0.483 3.756
C -5.643 -0.569 2.926
O -4.750 -0.805 1.755
C -3.438 -0.469 2.094
H -2.822 0.231 3.993
H -3.230 1.539 2.942
H -5.357 1.497 3.687
H -4.991 0.244 4.819
H -6.555 -0.108 2.547
H -5.693 -1.489 3.509
H -2.921 0.025 1.270
H -2.902 -1.352 2.440
C -2.702 2.738 -2.611
C -2.147 4.084 -2.853
C -1.359 4.301 -1.546
O -0.722 3.032 -1.212
C -1.560 1.979 -1.797
H -3.092 2.148 -3.441
H -3.586 2.844 -1.982
H -2.857 4.898 -2.999
H -1.410 4.134 -3.654
H -2.010 4.507 -0.697
H -0.606 5.068 -1.729
H -1.947 1.315 -1.024
H -0.865 1.413 -2.418
O -1.091 -3.123 1.373
H -0.689 -3.991 1.341
H -1.142 -2.916 2.307
O -0.746 -1.810 -2.764
H -0.039 -2.449 -2.683
H -0.517 -1.118 -2.144
O -0.419 -0.858 -0.322
H -0.678 -1.573 0.260
H 0.230 -0.364 0.178
C 1.136 1.731 1.559
C 1.563 0.901 2.728
C 0.593 1.208 3.902
O 1.330 -0.452 2.318
H 1.058 2.758 1.916
H 0.182 1.474 1.100
H 1.841 1.812 0.732
H 2.587 1.058 3.067
H 0.874 2.120 4.429
H 0.381 0.423 4.628
H -0.408 1.361 3.497
H 1.714 -1.088 2.926
```

The multiplicity is 2. The frontier orbital gap (alpha / beta) is 8.811 / 2.613 eV. Its lowest unoccupied orbital energy (alpha / beta) is -2.5 / -8.7 eV. The calculation puts the total energy at -36816.513 eV. Its expectation value of S² is 0.754. As for the net charge: +1. The value obtained for the highest occupied orbital energy (alpha / beta) is -0.4167 / -0.4167 hartree.

Results of the Mulliken charge analysis, in e, for atoms 1 through 4:
1 C 0.19
2 C -0.70
3 C 0.08
4 O -0.09